(1)
The following is a DFT calculation (ωB97M-V/def2-TZVPD) of a single C4H5NO2 molecule at a distorted geometry.

- Relative energy (zero: lowest compared OMol25 entry of this formula, charge and spin): 123.6 kcal/mol
- Strongest force on any atom: 6.043 eV Å⁻¹
- Gap between HOMO and LUMO: 9.159 eV
- Electronic energy: -360.47247 Ha
- SMILES: Oc1cccn1O

Element x y z (Å)
H -1.500 2.138 -0.236
O 1.693 1.369 -0.040
H 2.362 -1.136 0.262
O 1.530 -1.581 -0.262
C 0.435 0.776 -0.010
C -0.868 1.187 -0.013
H 1.352 2.185 -0.026
C -0.700 -1.136 0.093
H -2.668 -0.681 0.057
C -1.562 -0.193 -0.226
N 0.574 -0.619 0.234
H -0.649 -2.309 0.167

(2)
The following is a DFT calculation (ωB97M-V/def2-TZVPD) of 12 unconnected molecules or ions with the total composition C24H48O48S12 at a distorted geometry.

- Relative energy (zero: lowest compared OMol25 entry of this formula, charge and spin): 235.4 kcal/mol
- Strongest force on any atom: 5.701 eV Å⁻¹
- Gap between HOMO and LUMO: 10.846 eV
- Electronic energy: -9332.43821 Ha
- SMILES: O=S1(=O)OCCO1.O=S1(=O)OCCO1.O=S1(=O)OCCO1.O=S1(=O)OCCO1.O=S1(=O)OCCO1.O=S1(=O)OCCO1.O=S1(=O)OCCO1.O=S1(=O)OCCO1.O=S1(=O)OCCO1.O=S1(=O)OCCO1.O=S1(=O)OCCO1.O=S1(=O)OCCO1

Element x y z (Å)
O -9.606 -3.278 8.001
S 1.549 6.751 -4.751
O 5.976 6.555 10.732
C 7.396 -4.880 -3.133
O 1.964 7.709 -6.043
O -1.227 -1.047 9.028
O 6.404 1.850 -5.329
C -5.560 4.139 6.886
C -5.652 5.092 -0.516
H 3.930 3.097 9.122
H -5.470 -4.628 6.880
O -1.520 -5.742 -7.144
S -0.014 -5.126 -7.570
O 0.934 -1.247 7.689
O 0.486 -4.242 -6.527
S -4.323 5.175 8.975
O 1.883 5.370 -5.225
H 0.578 -9.696 0.875
C -1.872 -4.782 -9.364
H -4.823 5.799 -0.529
H 2.764 9.504 -5.414
H -5.142 4.175 -2.429
S 8.033 2.080 -4.999
O -1.544 -6.763 -0.923
O 5.159 -7.554 -3.014
H 5.971 0.037 -6.277
C -2.434 -5.698 -8.220
S 5.150 6.206 9.611
H -2.613 -6.696 -8.618
H 6.971 -4.698 -4.120
O 7.771 -7.070 -3.192
O -2.573 3.051 -9.043
C -4.049 4.259 6.609
H 5.362 1.551 -7.003
H 0.888 -7.549 1.171
O -1.339 -9.102 0.184
C 4.025 4.127 8.780
H -0.808 -9.960 1.888
O 0.791 1.449 2.006
O -7.686 -2.381 6.548
H -2.386 -1.104 10.711
H -2.540 -3.951 -9.590
O -3.422 4.299 7.858
H 0.126 1.415 -12.376
O -4.459 4.333 10.159
H -0.264 0.546 -2.498
H -6.161 -2.418 5.197
O -7.478 -2.649 9.129
O -5.704 4.974 8.055
H -0.024 -1.749 12.004
C 3.133 8.523 -5.709
H -3.658 3.374 6.107
O -0.642 -0.498 1.625
O 8.426 3.474 -5.263
H 1.980 -1.017 -1.430
H 2.541 4.395 10.357
C -6.001 4.458 -1.821
H -2.369 0.570 -12.896
O -5.449 4.012 0.438
O 8.339 1.503 -3.681
C -6.420 -4.283 6.472
H -0.998 -2.996 11.160
O -3.391 -7.744 0.491
H 7.529 1.959 -7.918
O 3.595 6.158 10.022
H 2.211 0.754 -1.506
O 0.248 7.075 -4.079
C -2.037 1.367 -12.230
H -0.508 0.154 -11.301
O 0.840 -6.239 -8.040
H -1.694 -5.056 -10.403
H -2.200 2.325 -12.724
C 7.506 1.086 -7.267
C -0.356 -9.240 1.206
H -6.681 5.035 -2.447
H 7.754 -3.907 -2.797
H -6.498 5.744 -0.297
O -0.445 -3.329 8.090
C -1.342 -1.012 10.412
H 2.093 5.385 8.902
O 6.330 -5.376 -2.342
C 8.498 -5.923 -3.171
H 7.747 0.158 -7.786
O -6.633 3.306 -1.404
H -0.660 -0.712 -1.384
C 6.220 1.065 -6.540
O 6.581 -7.299 -0.887
O 5.241 7.019 8.403
H -5.739 -2.201 6.939
O -4.007 6.587 9.020
C -0.426 -2.075 11.045
O 5.238 4.575 9.232
O -5.666 1.510 0.107
O 1.579 -0.204 0.249
O 2.836 7.316 -3.856
O -1.102 -7.155 1.601
H 0.311 -7.959 2.800
H 9.097 -5.829 -2.265
S -1.941 -7.603 0.195
O -0.224 1.073 -0.453
C 0.025 -7.874 1.752
O -2.206 0.665 -8.877
S 0.298 0.448 1.070
H 4.406 8.331 -3.911
H 4.394 6.865 -5.008
S -6.377 2.772 0.089
H -1.084 0.021 10.647
H -6.239 4.471 6.101
O -7.712 2.757 0.744
C 2.900 4.988 9.517
O 8.480 1.121 -6.272
C -0.018 0.160 -1.509
H -3.331 -5.315 -7.734
S 0.003 -2.018 8.548
C -6.365 -2.731 6.221
S 6.356 -6.967 -2.315
H 4.166 4.202 7.702
H -6.562 -4.806 5.526
C 3.852 7.733 -4.634
O 0.587 -2.121 10.065
H 9.099 -5.948 -4.080
H -5.714 3.093 7.151
O -0.769 -4.193 -8.769
S -2.167 1.826 -9.707
O -0.679 2.010 -10.393
S -8.198 -3.140 7.952
H -3.857 4.994 5.827
C 1.542 -0.048 -1.192
O -2.914 1.558 -11.113
C -0.619 1.193 -11.612
H 3.856 8.668 -6.512
O -7.355 -4.554 7.503

(3)
The following is a DFT calculation (ωB97M-V/def2-TZVPD) of a molecular structure, C16H28N2O7S3 at a distorted geometry.

- Relative energy (zero: lowest compared OMol25 entry of this formula, charge and spin): 6.3 kcal/mol
- Strongest force on any atom: 3.609 eV Å⁻¹
- Gap between HOMO and LUMO: 7.791 eV
- Electronic energy: -2457.09670 Ha

Element x y z (Å)
C -7.032 0.211 1.688
C 4.075 -0.019 2.316
O 5.047 0.072 -0.107
H -0.017 -1.055 -0.457
S -5.818 1.109 0.771
C -4.578 3.260 1.584
O 1.543 -3.044 0.855
H 6.667 2.170 -0.212
C 0.617 -1.498 -4.072
H -4.864 3.623 -0.532
H -3.635 2.720 1.464
O 5.488 1.921 1.487
H 3.766 0.660 3.109
H 0.243 -0.956 -4.972
O -6.429 1.585 -0.435
S 4.400 0.919 0.856
H 3.265 -0.714 2.087
O 3.218 1.665 0.531
H 4.973 -0.566 2.595
C -1.954 -1.279 0.526
H 4.928 4.459 0.874
N -0.139 -4.766 -2.136
H 7.064 3.172 1.178
H -7.336 -0.643 1.082
H -2.161 -0.186 0.307
H 3.012 -1.165 -1.372
H -2.392 -1.837 -0.359
C 2.208 -1.658 -1.990
C 0.481 -3.575 -2.442
C 0.015 -2.807 -3.674
C 2.063 -3.678 -0.330
H -4.495 3.858 2.493
H -2.442 -1.569 1.494
H -6.592 -0.129 2.623
C 6.235 2.761 0.599
H -0.407 -3.643 0.135
H 6.006 4.585 -0.535
O -4.597 0.357 0.750
C 1.583 -2.928 -1.650
C 1.693 -0.937 -3.238
S -1.290 -4.914 -3.341
H 2.130 0.046 -3.539
H -7.888 0.859 1.869
H 4.590 3.534 -0.582
C 5.393 3.902 0.058
H -4.054 4.934 0.325
C -0.367 -1.406 0.565
C 0.107 -2.909 0.812
H -5.804 4.678 0.512
H -0.256 -3.152 1.864
H 3.189 -3.533 -0.311
O -5.657 2.340 1.794
H 0.116 -0.700 1.301
C -4.839 4.179 0.406
N -1.019 -3.534 -4.246
H 1.880 -4.786 -0.370